C42H113ClN9O4 | ωB97M-V/def2-TZVPD

CARTESIAN COORDINATES (ANGSTROEM)
Cl -0.80093 -0.20589 0.56808
O -0.52434 0.96607 -0.17766
O -1.93140 -0.88933 0.03266
O -1.05671 0.13134 1.92142
O 0.33403 -1.06160 0.53735
N 1.42331 -1.53714 5.24214
N -5.20452 -1.81068 -3.15608
N -4.27911 -1.51036 1.88220
N 1.72129 -1.61182 -4.84710
N -4.50142 3.43406 1.18910
N 1.34655 6.33276 -1.13739
N -0.41290 -2.52575 3.21255
N 0.55824 -4.80155 1.94949
N 5.85456 0.92883 -0.97074
C 0.80156 -0.21692 5.49269
C 2.75627 -3.62820 1.10232
C 0.89280 0.48292 -3.53296
C 1.25641 4.98007 -0.49381
C -5.96384 -3.09499 -3.17656
C -5.61532 1.27060 0.68488
C 6.76428 -1.30346 -0.09835
C -7.16326 -0.36771 -2.47542
C 2.33489 -1.09662 -6.04951
C 0.10109 -2.94308 6.86397
C -5.71574 -0.64989 -2.32005
C -2.06234 3.55143 1.60383
C -3.14989 3.12844 0.60460
C 2.77757 -1.52350 4.70534
C 6.52639 0.25270 0.16902
C 1.32207 -0.64890 -7.14315
C 2.54680 6.60995 -1.89609
C -0.65252 -5.44672 1.42283
C -5.92038 -3.87505 -1.84730
C -1.56300 -4.48183 0.66801
C 1.31267 -5.74630 2.78161
C 2.90003 -0.66589 3.41400
C 6.08672 2.38689 -1.07759
C -4.88062 5.58314 -0.02132
C -3.73250 -1.93816 -2.89947
C -4.83385 4.88092 1.29846
C 3.84234 6.52760 -1.06108
C 0.15400 6.53777 -1.97131
C 2.31140 -2.67692 -2.57663
C 5.71976 3.03223 -2.45218
C 0.79310 -5.86727 4.21267
C 2.70764 -2.08576 -3.91551
C 3.54602 1.00099 -0.05045
C 1.42274 -4.39523 0.80551
C 1.52818 3.79208 -1.39760
C 1.58159 0.63496 6.49538
C 0.61325 -0.83865 -4.27221
C 4.49385 0.48809 -1.16159
C -1.14660 6.41355 -1.16255
C 1.48587 -2.47615 6.38505
C -3.08159 -2.54519 -4.12554
C -5.58384 2.79394 0.45405
H -4.73377 0.77895 0.27347
H 2.99597 -1.83078 -6.51002
H -3.72772 -1.21872 1.08784
H -7.38883 -0.33644 -3.54137
H 0.16898 7.55440 -2.36417
H 3.35955 -1.23890 -3.70115
H 1.31689 1.24717 -4.18424
H 3.75684 0.69911 0.97547
H -1.13626 -4.09735 -0.25836
H 3.39714 -4.14648 1.81560
H 2.46333 -2.69737 1.58796
H 2.60683 0.82266 6.17639
H 0.64549 -1.44032 -7.46562
H 3.78016 7.09033 -0.12965
H -0.56655 -1.83617 2.49078
H 1.67551 0.41005 -2.77788
H 1.11771 -5.00617 4.79682
H 4.07429 0.80018 -2.11798
H -5.77646 5.34009 -0.59272
H -5.26876 0.32685 -2.50521
H 1.05798 1.56876 6.70021
H 7.39158 -1.75664 0.66926
H 1.96542 -3.40969 6.09072
H 3.47322 -1.11636 5.43911
H 0.86151 -3.65588 0.23413
H 1.55603 2.86780 -0.82050
H 5.57948 2.91818 -0.27227
H 0.15625 -3.80807 7.52491
H 3.43037 -3.48605 0.25764
H -0.19039 -0.29208 5.93821
H -1.51938 5.39056 -1.11147
H 2.51677 3.87521 -1.84912
H 7.27986 -1.50205 -1.03794
H 7.15631 2.51659 -0.91250
H -0.41647 -2.13043 7.37371
H 2.92224 0.40591 3.61110
H 2.91191 -0.18341 -5.90389
H 4.01684 5.49524 -0.75797
H -3.20690 -3.61821 -4.27057
H -4.82917 6.66768 0.07469
H -6.42863 -4.83793 -1.89882
H 6.09837 0.41655 1.15799
H -5.49505 -0.85463 -1.27244
H -6.52581 3.19551 0.82757
H 2.03641 -2.05060 7.22405
H -0.93792 6.84974 -0.18567
H -0.46443 -3.36375 6.03252
H 4.41692 -0.59133 -1.29216
H -2.07227 4.62483 1.79309
H -5.74674 1.03709 1.74143
H 7.47733 0.76807 0.30397
H 1.89696 -0.37672 -8.02831
H -3.27211 -1.96845 -5.03062
H -3.41459 -2.51086 -2.02824
H 2.38323 -5.55667 2.85931
H -5.58539 2.97116 -0.62145
H 6.24626 2.60160 -3.30391
H -7.44132 0.60944 -2.08050
H 2.40213 7.60203 -2.32381
H 3.31388 -2.84554 -4.40876
H -4.65623 -0.77289 2.46014
H -1.21334 -5.81014 2.28394
H -4.12719 5.38795 1.95546
H -1.98770 6.91825 -1.63786
H 0.27455 4.86075 -0.03574
H -0.16952 -0.59542 -4.99069
H -3.00531 3.53774 -0.39524
H -6.39059 -3.26351 -1.07723
H -0.09016 -3.38339 2.78782
H -4.89926 -4.10273 -1.54140
H 3.86580 -0.97002 3.01040
H -5.03496 -2.15243 1.69107
H 4.63872 3.03287 -2.59167
H 0.12578 -1.49133 -3.54800
H 0.68951 0.23356 4.50648
H 4.78328 6.87148 -1.49061
H 2.04711 -0.88393 2.77129
H 3.52089 2.08929 -0.10588
H -2.12750 2.99926 2.54136
H -1.32686 -2.63707 3.62773
H 3.22476 -2.93233 -2.03938
H 0.01804 0.86435 -3.00627
H -0.29673 -5.86282 4.19354
H -3.28144 -0.97947 -2.64339
H 2.54999 0.58540 -0.20310
H -1.09689 3.37466 1.12973
H 0.66421 0.18438 -6.89620
H 1.66109 -2.13482 -1.89009
H 1.69799 -3.54978 -2.80009
H 5.97304 4.09132 -2.40435
H 0.11226 5.90394 -2.85709
H -6.98407 -2.80695 -3.43005
H -3.69357 -1.98032 2.55776
H 3.03461 -2.55842 4.47958
H -7.72016 -1.12376 -1.92193
H 1.58953 -5.26197 0.16594
H 0.79553 3.68143 -2.19702
H -6.50229 0.90262 0.16916
H 1.74903 0.09931 7.42980
H 2.02456 4.82240 0.26327
H 1.27477 -6.73200 2.31786
H -2.46392 -5.01336 0.36159
H -1.85470 -3.67165 1.33631
H -4.06524 5.19753 -0.63334
H 0.23951 -2.17951 3.90145
H -3.01232 2.06788 0.39393
H 2.60403 5.94010 -2.75406
H 5.78222 -1.77064 -0.17185
H -0.42144 -6.31479 0.80546
H -1.99408 -2.57024 -4.05620
H -5.57597 -3.72892 -3.97393
H 1.07441 -6.80427 4.69329
H -5.82489 5.02938 1.72731

Results
LUMO energy (spin up / spin down): 0.49 / 0.38 eV
multiplicity: 2
HOMO-LUMO gap (spin up / spin down): 0.15743 / 0.30024 hartree
electronic energy: -79497.524 eV